[1]
{"formula": "C31H29N11O6STi", "method": "wB97M-V/def2-TZVPD", "elements": ["Ti", "O", "C", "O", "C", "C", "C", "N", "C", "C", "C", "C", "C", "C", "C", "N", "C", "C", "C", "C", "C", "N", "H", "H", "H", "H", "H", "H", "H", "H", "H", "H", "C", "C", "N", "N", "C", "S", "N", "N", "H", "H", "H", "H", "H", "H", "C", "N", "C", "C", "C", "O", "N", "C", "O", "H", "H", "H", "H", "H", "O", "C", "N", "C", "O", "C", "C", "C", "C", "N", "C", "H", "H", "H", "H", "H", "H", "H", "H"], "positions_angstrom": [[0.0328, 0.1160, 0.0028], [-3.8850, 4.9302, -3.1464], [-3.0425, 4.2779, -3.7780], [-2.7913, 4.1280, -4.9786], [-2.1241, 3.4194, -2.8472], [-1.1807, 2.5502, -3.3743], [-0.4343, 1.7693, -2.5141], [-0.6076, 1.8052, -1.1813], [-1.4406, 2.7282, -0.6675], [-2.2210, 3.5360, -1.4646], [-1.3992, 2.7808, 0.8050], [-1.9769, 3.7916, 1.5575], [-1.8061, 3.7846, 2.9311], [-1.0570, 2.7716, 3.5107], [-0.5319, 1.7890, 2.6932], [-0.7048, 1.7781, 1.3678], [0.6899, 0.9029, -2.9189], [1.1524, 0.7975, -4.2217], [2.3022, 0.0695, -4.4671], [2.9656, -0.5224, -3.4013], [2.4221, -0.3994, -2.1364], [1.2984, 0.2812, -1.8954], [-1.0746, 2.5307, -4.4511], [-2.9259, 4.2639, -1.0811], [-2.5277, 4.5826, 1.0686], [-2.2404, 4.5669, 3.5385], [-0.8837, 2.7342, 4.5762], [0.0355, 0.9720, 3.1164], [0.6284, 1.2958, -5.0241], [2.6862, -0.0192, -5.4742], [3.8849, -1.0717, -3.5447], [2.8819, -0.8724, -1.2794], [-5.5155, -0.7318, -0.6404], [-4.5562, -1.2735, 0.3467], [-4.7516, -2.2516, 1.1696], [-3.5661, -2.3792, 1.8439], [-2.6371, -1.5076, 1.4524], [-1.0433, -1.3574, 1.9733], [-3.2697, -0.7860, 0.4973], [-2.6609, 0.2661, -0.1651], [-6.4233, -1.3277, -0.6099], [-5.0866, -0.7668, -1.6432], [-5.7651, 0.3061, -0.4147], [-3.4555, -3.0928, 2.5441], [-2.7257, 0.0759, -1.1817], [-3.1484, 1.1252, 0.0705], [1.4378, -4.3173, -1.1009], [0.3077, -3.4838, -1.5005], [-0.5722, -3.8651, -2.4878], [-1.5633, -3.0629, -2.8978], [-1.7358, -1.7576, -2.2810], [-2.6430, -0.9818, -2.5812], [-0.8408, -1.4421, -1.2794], [0.1574, -2.2491, -0.9597], [0.9997, -1.7869, -0.1200], [1.2263, -5.3451, -1.3831], [1.5681, -4.2573, -0.0242], [2.3536, -3.9881, -1.5915], [-0.4054, -4.8506, -2.8999], [-2.2531, -3.3637, -3.6704], [4.7397, -3.9170, 4.1179], [4.7323, -2.6775, 4.7875], [4.3670, -1.7124, 3.7743], [3.7401, -0.5556, 4.0649], [3.4676, -0.1830, 5.1881], [3.3570, 0.2858, 2.8742], [3.9108, 1.5449, 2.6828], [3.4638, 2.3255, 1.6296], [2.4469, 1.8399, 0.8280], [1.8948, 0.6386, 1.0260], [2.3570, -0.1335, 2.0157], [5.1450, -4.5806, 4.6844], [5.7167, -2.4443, 5.2056], [3.9872, -2.6298, 5.5841], [4.6191, -1.9415, 2.8265], [4.6773, 1.9069, 3.3560], [3.8810, 3.3035, 1.4386], [2.0426, 2.4246, 0.0101], [1.8974, -1.1103, 2.1199]], "de_lowest_ev": 0.248, "max_force_ev_per_a": 0.993, "s_squared": 0.75, "mol_weight_g_mol": 731.58, "spin_multiplicity": 2, "orbital_gap_ev": [6.4, 6.3], "charge": 1}

***

[2]
{"formula": "C40H50ClN2O", "method": "wB97M-V/def2-TZVPD", "elements": ["C", "C", "C", "C", "N", "C", "C", "N", "C", "C", "C", "Cl", "C", "C", "C", "C", "C", "O", "C", "C", "H", "H", "H", "H", "H", "H", "H", "H", "H", "H", "H", "H", "H", "H", "H", "H", "H", "H", "H", "H", "H", "H", "H", "H", "H", "H", "C", "C", "C", "C", "C", "C", "H", "H", "H", "H", "H", "H", "C", "C", "C", "C", "C", "C", "H", "H", "H", "H", "H", "H", "C", "C", "C", "C", "C", "C", "H", "H", "H", "H", "H", "H", "C", "C", "C", "C", "C", "C", "H", "H", "H", "H", "H", "H"], "positions_angstrom": [[6.9967, 1.5814, 2.0648], [5.7367, 1.3524, 2.4123], [4.6311, 1.6430, 1.3900], [3.3599, 0.8926, 1.7025], [2.8556, 1.0286, 2.9257], [1.7156, 0.4600, 3.3468], [1.3175, 0.7615, 4.7714], [1.1392, 2.2068, 4.9924], [1.1762, 2.4614, 6.4463], [1.0091, -0.3098, 2.4672], [-0.3130, -0.9616, 2.8185], [-0.3524, -2.6726, 2.3178], [-1.4382, -0.0859, 2.1417], [-2.4802, -0.8793, 1.3340], [1.5349, -0.4956, 1.1882], [2.7111, 0.0994, 0.7840], [3.1744, -0.1375, -0.6529], [4.5467, -0.3721, -0.8114], [5.0521, -1.4356, -0.0079], [4.4036, -2.8097, -0.2496], [7.8061, 1.6826, 2.7824], [7.2473, 1.7027, 1.0116], [5.4974, 0.9950, 3.4147], [4.9761, 1.5438, 0.3629], [4.3974, 2.7130, 1.5329], [3.3545, 1.6158, 3.5917], [0.4152, 0.2333, 5.0921], [2.1392, 0.4125, 5.4140], [0.1860, 2.4175, 4.7076], [0.6177, 3.3657, 6.7041], [2.2005, 2.6265, 6.7961], [0.7246, 1.6390, 7.0239], [-0.5114, -0.9262, 3.8853], [-1.0016, 0.6716, 1.4798], [-1.9942, 0.4794, 2.8996], [-3.1025, -1.4670, 2.0159], [-2.0612, -1.4880, 0.5310], [-3.1713, -0.1745, 0.8519], [0.9486, -1.1280, 0.5235], [2.9082, 0.7451, -1.2499], [2.5511, -0.9483, -1.0564], [5.0681, -1.1913, 1.0671], [6.1068, -1.5338, -0.2848], [3.3128, -2.8023, -0.2844], [4.7277, -3.4613, 0.5719], [4.8471, -3.2527, -1.1460], [-4.8726, 0.4037, -1.9639], [-5.7269, -0.4003, -1.2182], [-7.0187, 0.0267, -0.9449], [-7.4604, 1.2531, -1.4245], [-6.6082, 2.0542, -2.1717], [-5.3126, 1.6316, -2.4378], [-3.8631, 0.0716, -2.1759], [-5.3849, -1.3605, -0.8510], [-7.6828, -0.5966, -0.3595], [-8.4698, 1.5838, -1.2158], [-6.9537, 3.0090, -2.5468], [-4.6466, 2.2593, -3.0169], [-6.8065, -2.2744, -5.2275], [-5.9940, -1.2712, -4.7161], [-4.9313, -0.7892, -5.4675], [-4.6854, -1.3037, -6.7337], [-5.4999, -2.3044, -7.2458], [-6.5581, -2.7928, -6.4914], [-7.6342, -2.6526, -4.6403], [-6.1897, -0.8660, -3.7344], [-4.2942, -0.0101, -5.0660], [-3.8590, -0.9240, -7.3218], [-5.3095, -2.7044, -8.2338], [-7.1902, -3.5767, -6.8891], [4.0289, 8.0785, 0.1076], [4.9433, 7.0500, 0.2864], [4.4986, 5.7425, 0.4225], [3.1389, 5.4628, 0.3705], [2.2248, 6.4914, 0.1886], [2.6696, 7.7997, 0.0611], [4.3755, 9.0986, 0.0044], [6.0031, 7.2677, 0.3203], [5.2135, 4.9407, 0.5686], [2.7902, 4.4408, 0.4723], [1.1649, 6.2736, 0.1466], [1.9569, 8.6026, -0.0759], [-0.1236, -5.4362, 0.1110], [0.7963, -5.7052, -0.8935], [0.5032, -6.6482, -1.8689], [-0.7139, -7.3155, -1.8443], [-1.6350, -7.0439, -0.8417], [-1.3386, -6.1071, 0.1386], [0.1066, -4.7023, 0.8730], [1.7439, -5.1800, -0.9161], [1.2227, -6.8631, -2.6487], [-0.9445, -8.0478, -2.6073], [-2.5844, -7.5637, -0.8242], [-2.0552, -5.8992, 0.9237]], "max_force_ev_per_a": 1.667, "mol_weight_g_mol": 610.31, "orbital_gap_ev": 6.6, "charge": 1}

***

[3]
{"formula": "C3H5N2P", "method": "wB97M-V/def2-TZVPD", "elements": ["C", "P", "C", "N", "C", "N", "H", "H", "H", "H", "H"], "positions_angstrom": [[1.1203, 0.5333, 0.1750], [-0.3041, 1.0869, -0.8543], [-1.1112, -0.5253, -1.1989], [-2.1049, -0.8895, -0.4535], [-2.3244, 0.0541, 0.5186], [-1.6555, 1.1270, 0.6740], [1.9989, 0.7157, -0.5141], [0.9682, -0.4471, 0.8277], [1.1473, 1.4095, 0.9262], [-0.7383, -0.9918, -2.1810], [-3.0858, -0.0820, 1.2908]], "de_lowest_ev": 1.410, "max_force_ev_per_a": 4.160, "mol_weight_g_mol": 100.06, "orbital_gap_ev": 9.2, "smiles": "CP1=CN=CN=1"}

***

[4]
{"formula": "C13H23N7O5", "method": "wB97M-V/def2-TZVPD", "elements": ["C", "N", "C", "O", "C", "C", "C", "N", "O", "N", "C", "C", "O", "H", "H", "H", "H", "H", "H", "H", "H", "H", "H", "H", "H", "H", "N", "C", "N", "C", "C", "C", "C", "N", "C", "O", "O", "N", "H", "H", "H", "H", "H", "H", "H", "H", "H", "H"], "positions_angstrom": [[-0.3083, -5.5606, 3.3280], [1.0855, -5.1231, 3.2254], [1.5306, -3.8832, 2.9949], [2.7362, -3.6830, 2.9042], [0.5271, -2.7282, 2.7947], [0.0636, -2.6614, 1.3242], [-1.3229, -2.0708, 1.1817], [-1.5233, -1.1137, 0.3085], [-2.2539, -2.4742, 1.8547], [1.1181, -1.4382, 3.1757], [0.5581, -0.4181, 3.8256], [-0.8625, -0.5207, 4.3460], [1.1928, 0.6056, 4.0224], [-0.7754, -5.1291, 4.2154], [-0.3489, -6.6484, 3.4060], [-0.8723, -5.2554, 2.4442], [1.8096, -5.8175, 3.3366], [-0.3320, -2.9400, 3.4298], [0.0199, -3.6648, 0.9041], [0.7806, -2.0896, 0.7353], [-2.4655, -0.7787, 0.2344], [-0.7826, -0.8121, -0.3153], [2.0921, -1.3106, 2.9394], [-1.0836, 0.3669, 4.9372], [-0.9637, -1.4020, 4.9752], [-1.5562, -0.5716, 3.5114], [2.7062, 5.7198, -4.5788], [1.8384, 4.8721, -3.9700], [2.2125, 4.2300, -2.9115], [1.1084, 3.4661, -2.5441], [0.0534, 3.6763, -3.4048], [-1.3324, 3.0637, -3.4665], [-1.5606, 1.8298, -2.5709], [-1.5894, 2.2786, -1.1522], [-0.5630, 0.6801, -2.8908], [-0.1074, 0.0345, -1.9544], [-0.2800, 0.3977, -4.1840], [0.5439, 4.5939, -4.3101], [2.3112, 6.5062, -5.0799], [3.5518, 5.8720, -4.0357], [1.0949, 2.7868, -1.6971], [-1.5283, 2.7715, -4.5036], [-2.0682, 3.8305, -3.2010], [-2.5503, 1.4284, -2.8121], [-1.4874, 1.4830, -0.5184], [-0.8524, 2.9632, -0.9737], [0.3686, -0.3221, -4.1524], [0.0672, 4.9602, -5.1276]], "max_force_ev_per_a": 2.166, "mol_weight_g_mol": 357.37, "orbital_gap_ev": 8.3, "smiles": "CNC(=O)[C@H](CC(N)=O)NC(C)=O.Nc1ncc(C[C@H](N)C(=O)O)[nH]1"}